No. 1
Formula: C38H40N2O10P2STa
Source: OMol25
Level of theory: ωB97M-V/def2-TZVPD

Values from the calculation:
HOMO level   -15.261 eV
HOMO-LUMO gap   5.0 eV
Energy   -3470.7748 a.u.
Charge   +3

The geometry in XYZ format:
```
94
Properties=species:S:1:pos:R:3:lowdin_charge:R:1
Ta -1.188 -0.160 0.918 1.902
C -1.709 1.896 3.710 0.021
O -2.341 1.231 2.580 -0.261
C -3.215 2.124 1.879 -0.139
C -2.353 2.851 0.909 -0.122
O -1.809 1.817 0.050 -0.384
C -2.233 1.983 -1.336 -0.009
H -2.491 2.133 4.429 0.128
H -1.191 2.799 3.393 0.108
H -1.004 1.217 4.163 0.085
H -3.738 2.806 2.552 0.161
H -3.959 1.504 1.376 0.148
H -1.509 3.360 1.375 0.131
H -2.925 3.584 0.340 0.160
H -3.321 1.983 -1.387 0.120
H -1.821 1.167 -1.920 0.052
H -1.840 2.930 -1.703 0.116
O 1.552 0.006 3.930 0.210
C 0.535 -0.377 3.467 -0.444
O -0.020 0.226 2.325 -0.308
C -0.313 -1.470 3.985 -0.045
C -0.089 -1.864 5.304 0.126
C -0.923 -2.801 5.866 -0.069
C -1.999 -3.325 5.179 0.133
C -2.205 -2.929 3.872 -0.019
C -1.337 -2.046 3.239 -0.152
O -1.465 -1.745 1.891 -0.242
N -3.413 -3.474 3.203 -0.310
O -3.794 -2.908 2.185 0.008
O -3.952 -4.409 3.713 0.181
N -0.692 -3.229 7.269 -0.341
O 0.293 -2.783 7.804 0.135
O -1.508 -3.980 7.739 0.143
H 0.720 -1.433 5.879 0.156
H -2.672 -4.027 5.655 0.155
C 1.855 0.759 -1.765 -0.471
P 1.177 0.679 -0.093 0.976
C 2.293 -0.449 0.740 -0.401
C 1.899 -1.777 0.907 -0.131
C 2.721 -2.673 1.571 -0.042
C 3.940 -2.236 2.079 -0.024
C 4.346 -0.922 1.893 -0.023
C 3.531 -0.025 1.215 -0.063
C 1.248 2.349 0.571 -0.360
C 1.685 2.618 1.871 -0.077
C 1.799 3.934 2.299 -0.032
C 1.452 4.979 1.453 -0.027
C 0.969 4.713 0.176 -0.043
C 0.860 3.405 -0.263 -0.105
P 1.479 -0.658 -2.945 1.037
C 2.930 -0.513 -4.020 -0.428
C 3.661 0.658 -4.231 -0.116
C 4.685 0.683 -5.164 -0.055
C 5.000 -0.465 -5.883 -0.046
C 4.292 -1.636 -5.668 -0.052
C 3.266 -1.664 -4.733 -0.099
C 0.152 0.077 -3.985 -0.378
C -1.180 -0.225 -3.710 -0.170
C -2.202 0.255 -4.524 -0.092
C -1.907 1.040 -5.628 -0.051
C -0.583 1.336 -5.921 -0.038
C 0.434 0.850 -5.114 -0.055
H 2.921 0.658 -1.534 0.070
H 1.686 1.731 -2.226 0.053
H 0.956 -2.130 0.489 0.082
H 2.422 -3.706 1.687 0.121
H 4.577 -2.926 2.615 0.127
H 5.298 -0.589 2.283 0.128
H 3.865 0.995 1.067 0.124
H 1.959 1.816 2.541 0.089
H 2.164 4.141 3.297 0.127
H 1.566 6.002 1.784 0.127
H 0.690 5.528 -0.480 0.125
H 0.481 3.215 -1.260 0.099
H 3.429 1.570 -3.695 0.099
H 5.234 1.598 -5.337 0.117
H 5.807 -0.445 -6.603 0.120
H 4.545 -2.533 -6.216 0.118
H 2.726 -2.587 -4.556 0.101
H -1.404 -0.869 -2.863 0.054
H -3.238 0.009 -4.328 0.095
H -2.699 1.397 -6.272 0.121
H -0.342 1.937 -6.787 0.123
H 1.461 1.070 -5.373 0.103
C -2.687 -3.350 -0.723 -0.190
S -3.698 -1.915 -0.453 1.091
C -4.276 -1.699 -2.109 -0.200
O -2.567 -0.755 -0.332 -0.654
H -1.969 -3.129 -1.514 0.082
H -3.358 -4.160 -1.014 0.100
H -2.203 -3.602 0.216 0.055
H -4.862 -2.593 -2.339 0.099
H -3.431 -1.603 -2.784 0.045
H -4.927 -0.827 -2.143 0.084
```

=====

No. 2
Formula: C38H40N7O5W
Source: OMol25
Level of theory: ωB97M-V/def2-TZVPD

Values from the calculation:
HOMO level   -9.696 eV
HOMO-LUMO gap   6.8 eV
Energy   -2298.6366 a.u.
Charge   +1

The geometry in XYZ format:
```
91
Properties=species:S:1:pos:R:3:lowdin_charge:R:1
W 0.270 0.477 0.119 1.728
C 1.068 -1.648 -2.011 -0.148
C 1.705 -0.474 -2.752 -0.081
C 2.507 0.595 -2.035 -0.215
C 3.777 0.879 -2.520 0.012
C 4.518 1.919 -1.987 -0.017
C 3.971 2.679 -0.970 -0.020
C 2.717 2.330 -0.509 -0.113
N 1.996 1.321 -1.015 -0.033
N -0.153 -1.323 -1.208 -0.221
C -0.539 -2.521 -0.404 -0.087
C -0.212 -2.449 1.060 -0.254
C 0.030 -3.605 1.779 0.003
C 0.144 -3.526 3.157 -0.017
C 0.004 -2.297 3.775 -0.011
C -0.192 -1.180 2.982 -0.077
N -0.293 -1.247 1.652 0.015
C -1.275 -1.004 -2.132 -0.093
C -1.253 0.427 -2.567 -0.257
C -1.945 0.847 -3.691 0.019
C -1.866 2.172 -4.074 -0.012
C -1.074 3.039 -3.338 -0.011
C -0.434 2.553 -2.219 -0.098
N -0.536 1.278 -1.820 -0.024
H 1.786 -2.103 -1.338 0.126
H 0.773 -2.392 -2.759 0.133
H 0.960 0.033 -3.370 0.118
H 2.387 -0.925 -3.474 0.125
H 4.178 0.274 -3.320 0.124
H 5.512 2.127 -2.360 0.123
H 4.501 3.502 -0.515 0.120
H 2.282 2.842 0.337 0.108
H -0.121 -3.425 -0.852 0.141
H -1.626 -2.608 -0.444 0.115
H 0.114 -4.552 1.263 0.128
H 0.340 -4.416 3.740 0.123
H 0.074 -2.187 4.847 0.120
H -0.253 -0.199 3.432 0.114
H -2.220 -1.193 -1.626 0.123
H -1.232 -1.659 -3.008 0.148
H -2.527 0.129 -4.253 0.134
H -2.401 2.522 -4.947 0.124
H -0.959 4.078 -3.610 0.121
H 0.188 3.201 -1.621 0.107
N -0.413 2.498 0.764 -0.067
C -0.506 2.504 2.234 -0.105
C 0.769 1.879 2.761 -0.565
O 1.184 2.072 3.892 0.064
N 1.352 1.098 1.822 -0.149
C 2.597 0.468 2.179 -0.110
C 2.825 -0.679 1.227 -0.557
O 3.778 -1.414 1.252 0.106
O 1.855 -0.796 0.327 -0.233
H -1.349 2.639 0.340 0.059
H 0.179 3.271 0.476 0.094
H -0.638 3.503 2.647 0.136
H -1.367 1.894 2.518 0.127
H 3.455 1.147 2.120 0.139
H 2.584 0.094 3.207 0.137
C -5.582 -2.761 5.467 -0.044
C -4.819 -3.152 4.232 -0.220
C -4.444 -4.478 4.046 -0.039
C -3.749 -4.882 2.917 -0.072
C -3.435 -3.946 1.947 -0.038
C -3.799 -2.617 2.117 -0.222
N -3.445 -1.677 1.095 0.082
C -4.411 -1.029 0.342 -0.200
C -5.658 -1.644 0.146 -0.011
C -6.635 -1.039 -0.614 -0.064
C -6.418 0.206 -1.203 -0.080
C -5.203 0.825 -1.007 -0.024
C -4.184 0.227 -0.257 -0.078
C -2.917 1.003 -0.132 -0.528
O -2.900 2.217 -0.343 0.032
O -1.868 0.324 0.258 -0.222
C -4.478 -2.197 3.265 -0.160
C -4.832 -0.748 3.456 -0.012
H -5.815 -3.638 6.068 0.078
H -6.522 -2.266 5.218 0.090
H -5.014 -2.070 6.093 0.085
H -4.709 -5.207 4.802 0.112
H -3.472 -5.920 2.788 0.105
H -2.930 -4.237 1.033 0.107
H -2.606 -1.137 1.246 0.085
H -5.842 -2.605 0.607 0.120
H -7.585 -1.541 -0.745 0.110
H -7.190 0.682 -1.790 0.104
H -5.007 1.804 -1.425 0.118
H -5.808 -0.511 3.026 0.099
H -4.106 -0.097 2.968 0.076
H -4.867 -0.484 4.511 0.075
```

=====

No. 3
Formula: C38H41BCl2N2O3PW
Source: OMol25
Level of theory: ωB97M-V/def2-TZVPD

Values from the calculation:
HOMO level (spin up / spin down)   -9.854 / -10.719 eV
HOMO-LUMO gap (spin up / spin down)   6.7 / 7.2 eV
Energy   -3161.5028 a.u.
Charge   +1
⟨S²⟩   2.020
2S+1   3

The geometry in XYZ format:
```
89
Properties=species:S:1:pos:R:3:lowdin_charge:R:1
W 0.584 0.004 0.517 1.217
C 3.568 5.157 2.458 -0.064
C 4.234 4.604 1.375 -0.064
C 3.570 3.743 0.509 -0.073
C 2.231 3.437 0.731 -0.355
C 1.558 4.005 1.818 -0.145
C 2.228 4.860 2.679 -0.061
P 1.282 2.299 -0.305 1.034
C 2.160 2.136 -1.882 -0.340
C 1.617 2.612 -3.072 -0.079
C 2.298 2.431 -4.267 -0.061
C 3.520 1.774 -4.286 -0.060
C 4.067 1.298 -3.101 -0.061
C 3.389 1.475 -1.906 -0.116
C -0.311 3.087 -0.577 -0.328
C -0.420 4.383 -1.018 -0.077
C -1.690 4.951 -1.217 -0.053
C -2.814 4.214 -0.960 -0.008
C -2.731 2.886 -0.480 -0.157
C -3.891 2.128 -0.184 -0.023
C -3.768 0.859 0.300 -0.063
C -2.491 0.295 0.507 -0.109
C -1.317 0.963 0.232 -0.265
C -1.455 2.298 -0.275 -0.204
H 4.089 5.829 3.128 0.112
H 5.272 4.850 1.193 0.111
H 4.094 3.335 -0.345 0.095
H 0.508 3.792 1.975 0.087
H 1.702 5.301 3.515 0.113
H 0.657 3.111 -3.074 0.103
H 1.868 2.803 -5.188 0.114
H 4.048 1.633 -5.220 0.112
H 5.022 0.787 -3.109 0.111
H 3.823 1.098 -0.985 0.089
H 0.472 4.970 -1.209 0.122
H -1.771 5.971 -1.571 0.111
H -3.796 4.648 -1.113 0.121
H -4.866 2.574 -0.345 0.118
H -4.656 0.282 0.532 0.099
H -2.445 -0.719 0.893 0.066
Cl 0.741 1.176 2.836 0.614
C 0.222 -0.527 2.570 -0.676
Cl 0.020 -2.909 0.728 0.858
H -0.798 -0.626 2.932 0.016
H 0.902 -1.172 3.117 0.015
N 7.955 -2.196 0.564 0.197
C 6.846 -1.904 0.594 -0.153
C 5.458 -1.534 0.622 -0.198
C 4.561 -2.080 -0.284 0.024
C 3.240 -1.680 -0.243 -0.107
N 2.784 -0.786 0.643 -0.057
C 3.650 -0.274 1.528 -0.120
C 4.987 -0.612 1.552 0.019
H 4.893 -2.803 -1.016 0.134
H 2.510 -2.051 -0.950 0.100
H 3.250 0.444 2.232 0.084
H 5.655 -0.168 2.277 0.132
C -4.184 -2.559 2.923 0.001
C -3.528 -3.783 2.306 -0.435
C -3.847 -5.008 3.142 -0.001
O -2.080 -3.562 2.366 0.115
B -1.675 -3.292 1.107 -1.103
O -2.617 -3.354 0.140 0.102
C -3.801 -3.955 0.762 -0.436
C -3.826 -5.404 0.303 -0.002
C -5.022 -3.218 0.250 0.006
H -3.823 -2.446 3.945 0.102
H -5.268 -2.677 2.950 0.102
H -3.945 -1.648 2.375 0.076
H -3.594 -4.803 4.182 0.099
H -3.282 -5.878 2.816 0.091
H -4.913 -5.234 3.085 0.104
H -2.920 -5.930 0.608 0.101
H -3.884 -5.425 -0.784 0.101
H -4.692 -5.929 0.709 0.100
H -4.951 -2.148 0.435 0.072
H -5.923 -3.605 0.729 0.106
H -5.109 -3.374 -0.825 0.101
C 0.088 -2.410 -2.838 -0.052
C -0.389 -1.163 -2.115 -0.512
C -0.719 -0.051 -3.095 -0.031
O 0.656 -0.724 -1.233 -0.442
H -0.669 -2.740 -3.552 0.090
H 0.280 -3.224 -2.138 0.057
H 1.005 -2.184 -3.389 0.087
H -1.278 -1.401 -1.526 0.112
H 0.149 0.154 -3.728 0.082
H -0.994 0.860 -2.557 0.067
H -1.557 -0.344 -3.728 0.093
```

=====

No. 4
Formula: C38H41BN14OSSeYb
Source: OMol25
Level of theory: ωB97M-V/def2-TZVPD

Values from the calculation:
HOMO level (spin up / spin down)   -9.970 / -9.971 eV
HOMO-LUMO gap (spin up / spin down)   6.9 / 6.9 eV
Energy   -6297.6938 a.u.
Charge   +1
⟨S²⟩   0.751
2S+1   2

The geometry in XYZ format:
```
98
Properties=species:S:1:pos:R:3:lowdin_charge:R:1
Yb 0.969 1.085 0.518 1.567
C -0.601 6.421 2.100 -0.085
C 0.076 5.810 3.320 -0.234
N 1.165 4.910 2.960 -0.014
C 0.999 3.629 2.617 -0.813
S 2.433 2.761 2.152 0.603
N -0.231 3.143 2.730 0.002
N -0.374 1.865 2.320 -0.118
C -1.496 1.283 2.581 -0.294
C -2.622 1.951 3.305 -0.016
C -1.603 -0.138 2.184 -0.232
C -2.705 -0.911 2.524 0.005
C -2.699 -2.270 2.241 -0.031
C -1.589 -2.832 1.632 -0.045
C -0.548 -1.986 1.293 -0.144
N -0.555 -0.677 1.538 0.011
H -1.378 7.122 2.411 0.074
H -1.058 5.639 1.490 0.062
H 0.120 6.956 1.481 0.073
H -0.643 5.241 3.903 0.101
H 0.492 6.584 3.962 0.115
H 2.086 5.284 2.808 0.116
H -2.376 2.993 3.467 0.065
H -2.806 1.473 4.271 0.095
H -3.545 1.889 2.721 0.091
H -3.549 -0.458 3.026 0.113
H -3.552 -2.883 2.503 0.118
H -1.533 -3.883 1.385 0.115
H 0.324 -2.375 0.777 0.117
B 1.120 4.327 -1.298 -0.422
N -0.195 3.503 -1.392 -0.079
C -1.264 3.878 -2.101 -0.076
C -2.377 3.196 -1.633 -0.045
C -1.879 2.412 -0.602 -0.176
N -0.565 2.594 -0.455 -0.082
N 2.400 3.419 -1.369 -0.077
C 3.597 3.932 -1.651 -0.077
C 4.573 2.990 -1.368 -0.041
C 3.856 1.901 -0.906 -0.197
N 2.535 2.152 -0.914 -0.129
H 1.147 5.072 -2.247 0.077
H 1.126 4.908 -0.234 0.069
H -1.174 4.626 -2.873 0.125
H -3.393 3.272 -1.981 0.097
H -2.407 1.711 0.026 0.098
H 3.684 4.939 -2.029 0.130
H 5.640 3.083 -1.479 0.101
H 4.242 0.956 -0.566 0.095
Se 6.124 -5.174 2.087 1.167
N 5.182 -4.087 3.121 -0.217
C 4.538 -3.280 2.322 -0.338
C 3.646 -2.222 2.786 -0.078
C 3.437 -1.963 4.139 0.027
C 2.583 -0.947 4.497 -0.008
C 1.965 -0.211 3.493 -0.147
N 2.155 -0.444 2.200 0.004
C 2.986 -1.433 1.844 -0.150
C 3.193 -1.639 0.400 -0.146
N 2.537 -0.819 -0.448 0.045
C 2.803 -0.924 -1.746 -0.137
C 3.672 -1.865 -2.282 -0.009
C 4.306 -2.734 -1.427 0.032
C 4.075 -2.618 -0.057 -0.076
C 4.749 -3.476 0.913 -0.339
N 5.564 -4.440 0.576 -0.219
H 3.954 -2.567 4.875 0.126
H 2.396 -0.705 5.534 0.119
H 1.296 0.600 3.739 0.083
H 2.316 -0.211 -2.394 0.084
H 3.841 -1.895 -3.350 0.120
H 4.988 -3.496 -1.782 0.127
C -4.186 -2.809 -4.753 -0.059
C -4.190 -2.588 -3.246 -0.192
N -3.441 -3.606 -2.507 -0.050
C -4.114 -4.879 -2.243 -0.187
C -5.056 -4.796 -1.050 -0.063
C -2.153 -3.463 -2.130 -0.428
O -1.515 -4.311 -1.518 0.065
C -1.465 -2.160 -2.438 -0.118
C -0.753 -1.961 -3.612 0.013
C -0.054 -0.777 -3.774 -0.034
C -0.022 0.125 -2.723 -0.160
N -0.656 -0.085 -1.564 0.042
C -1.401 -1.185 -1.463 -0.083
H -4.690 -1.982 -5.255 0.082
H -4.703 -3.730 -5.024 0.074
H -3.164 -2.868 -5.133 0.066
H -5.214 -2.606 -2.871 0.117
H -3.787 -1.607 -3.009 0.114
H -3.342 -5.620 -2.057 0.117
H -4.655 -5.172 -3.144 0.119
H -4.499 -4.558 -0.141 0.069
H -5.555 -5.755 -0.904 0.081
H -5.829 -4.038 -1.192 0.069
H -0.750 -2.718 -4.388 0.130
H 0.480 -0.567 -4.692 0.119
H 0.522 1.062 -2.802 0.106
H -1.982 -1.290 -0.554 0.113
```

=====

No. 5
Formula: C38H41Br8N5O10
Source: OMol25
Level of theory: ωB97M-V/def2-TZVPD

Values from the calculation:
HOMO level   -7.471 eV
HOMO-LUMO gap   5.4 eV
Energy   -23088.9805 a.u.

The geometry in XYZ format:
```
102
Properties=species:S:1:pos:R:3:lowdin_charge:R:1
Br 2.011 -1.999 1.612 0.902
C 3.883 -2.474 1.524 -0.527
C 4.381 -2.483 0.046 -0.583
Br 5.947 -3.795 0.038 0.535
H 3.919 -3.458 1.992 0.032
H 4.441 -1.760 2.130 0.065
H 4.800 -1.513 -0.223 -0.021
H 3.721 -2.730 -0.785 0.025
Br 0.822 2.429 -1.330 1.118
C -0.454 3.729 -0.705 -0.613
C 0.292 4.672 0.244 -0.520
Br 1.134 3.784 1.820 0.805
H -1.291 3.227 -0.220 -0.029
H -0.936 4.076 -1.618 0.077
H -0.409 5.443 0.566 0.081
H 1.021 5.155 -0.406 0.063
Br -0.427 -1.275 -1.278 1.386
C -1.991 -1.760 -2.573 -0.392
C -1.903 -1.008 -3.798 -0.620
Br -3.651 -0.794 -4.805 0.593
H -2.954 -1.648 -2.075 0.046
H -1.833 -2.809 -2.826 0.070
H -1.257 -1.638 -4.410 0.061
H -1.433 -0.028 -3.723 0.054
Br 0.462 -1.010 2.864 0.927
C 0.827 -0.481 1.024 -0.837
C -0.261 0.373 0.238 -0.608
Br -0.990 1.877 1.303 1.145
H 0.925 -1.376 0.409 -0.099
H 1.805 0.000 0.998 0.024
H -1.124 -0.234 -0.035 -0.049
H 0.326 0.817 -0.566 -0.123
C -1.977 2.847 3.195 -0.277
C -2.913 2.390 4.075 -0.059
C -2.945 2.998 5.344 0.073
C -2.191 4.241 5.649 -0.083
C -1.197 4.525 4.694 0.007
C -1.084 3.858 3.474 -0.137
N -2.257 4.970 6.934 -0.347
O -1.613 6.009 7.064 0.070
O -3.043 4.497 7.758 0.062
H -1.822 2.293 2.281 -0.281
H -3.502 1.522 3.818 0.108
H -3.552 2.483 6.074 0.108
H -0.457 5.307 4.784 0.116
H -0.288 4.023 2.763 -0.184
C 5.047 0.335 -0.361 -0.078
C 5.835 0.632 -1.463 -0.020
C 5.193 1.211 -2.625 0.031
C 3.817 1.397 -2.646 -0.098
C 3.025 0.982 -1.555 -0.159
C 3.629 0.525 -0.394 -0.021
N 3.220 1.987 -3.915 -0.314
O 1.987 2.178 -3.881 -0.064
O 3.986 2.398 -4.750 0.108
H 5.406 -0.157 0.531 0.107
H 6.908 0.506 -1.463 0.108
H 5.784 1.421 -3.504 0.114
H 1.965 1.188 -1.575 -0.124
H 3.116 0.216 0.505 0.086
C -0.580 -4.065 -0.061 -0.064
C -0.839 -2.893 0.660 -0.247
C -2.003 -2.260 0.511 -0.135
C -2.965 -2.686 -0.436 -0.180
C -2.736 -3.877 -1.180 -0.018
C -1.477 -4.487 -1.050 -0.059
N -4.249 -1.983 -0.589 -0.283
O -4.272 -0.859 -0.119 0.023
O -5.224 -2.588 -1.085 0.098
H 0.257 -4.710 0.164 0.118
H -0.179 -2.625 1.471 -0.014
H -2.235 -1.374 1.084 0.086
H -3.491 -4.267 -1.846 0.131
H -1.291 -5.501 -1.373 0.110
C -2.160 -0.673 3.283 -0.182
C -3.166 -1.624 2.997 -0.073
C -4.329 -1.277 2.340 -0.023
C -4.500 0.026 1.770 -0.155
C -3.410 0.874 1.962 -0.066
C -2.285 0.577 2.784 -0.369
N -5.707 0.365 1.007 -0.301
O -6.524 -0.576 0.815 0.063
O -5.776 1.553 0.578 0.072
H -1.242 -0.940 3.784 -0.043
H -3.165 -2.610 3.439 0.120
H -5.008 -2.100 2.176 0.123
H -3.371 1.873 1.555 0.107
H -1.573 1.338 3.064 0.010
C 2.841 -1.634 -5.718 -0.052
C 2.211 -0.509 -5.248 -0.025
C 1.876 -0.350 -3.890 -0.033
C 2.142 -1.358 -3.022 -0.100
C 2.672 -2.566 -3.543 0.019
C 3.147 -2.595 -4.812 -0.084
N 1.757 -1.399 -1.577 -0.426
O 1.726 -2.437 -0.969 -0.109
O 1.570 -0.353 -0.954 -0.435
H 3.078 -1.723 -6.768 0.121
H 2.163 0.379 -5.862 0.115
H 1.493 0.567 -3.466 0.074
H 3.095 -3.391 -2.988 0.122
H 3.849 -3.354 -5.124 0.120
```

=====

Energy above the lowest of the compared OMol25 structures with the same formula, charge and spin list, top to bottom, in eV: 0.7798, 0.0000, 0.0000, 0.8241, 40.3841